Entry 1:
A structure of composition C39H36BrF3N6O13STi, computed with ωB97M-V/def2-TZVPD.

The geometry in XYZ format:
```
100
Properties=species:S:1:pos:R:3:forces:R:3:lowdin_spin:R:1
Ti -0.9081 0.8075 1.6760 0.50 0.19 0.10 0.05
N -4.5736 2.2020 0.8978 0.01 0.02 -0.01 0.00
N -3.8190 2.2040 -0.2839 -0.16 0.06 0.17 0.00
C -2.6287 1.5764 -0.4600 0.31 -0.33 0.06 0.00
O -1.9207 1.8308 -1.4179 -0.02 -0.12 -0.12 0.00
O -2.3283 0.6487 0.4668 -0.16 0.56 -0.62 0.00
H -4.8770 1.2533 1.0875 0.03 0.06 -0.04 0.00
H -3.9666 2.4617 1.6714 -0.03 -0.06 -0.04 0.00
H -4.0004 2.9527 -0.9311 -0.07 -0.05 0.04 0.00
O 3.0459 -5.6764 -0.8294 0.01 0.04 0.03 0.00
C 3.1508 -4.3763 -1.2096 -0.09 0.07 0.28 0.00
O 3.5733 -4.1248 -2.3052 0.03 0.04 -0.10 0.01
C 2.6912 -3.3479 -0.2278 0.08 -0.19 -0.23 0.02
C 2.3578 -3.6266 1.0910 -0.05 0.03 0.24 0.00
C 1.8203 -2.6486 1.9137 0.04 -0.21 -0.01 0.02
C 1.5753 -1.3606 1.4298 -0.22 0.31 0.14 0.01
C 1.9884 -1.0657 0.1263 0.18 0.08 -0.19 0.02
C 2.5367 -2.0402 -0.6804 -0.03 0.19 -0.04 0.00
N 0.8753 -0.4127 2.1930 -0.18 -0.11 0.34 0.18
C 1.0364 -0.4469 3.5237 0.02 -0.05 -0.24 0.23
C 0.1892 0.2806 4.3677 -0.11 0.04 -0.02 0.08
C 0.3050 0.2318 5.7734 0.03 0.03 0.06 0.06
C -0.6028 0.8930 6.5494 -0.02 0.04 0.05 0.04
C -1.6400 1.6158 5.9333 0.03 -0.02 0.15 0.10
C -1.7019 1.6463 4.5650 0.19 -0.06 -0.25 0.01
N -0.8066 1.0171 3.7811 0.11 -0.14 0.32 0.12
H 2.6210 -5.7275 0.0351 0.00 0.00 -0.05 0.00
H 2.4987 -4.6149 1.5182 -0.01 0.00 0.02 0.00
H 1.5101 -2.9119 2.9158 -0.02 -0.01 0.01 0.00
H 1.8305 -0.0720 -0.2673 -0.02 -0.10 0.02 0.00
H 2.8301 -1.8078 -1.6966 -0.02 0.01 0.01 0.00
H 1.8403 -1.0220 3.9685 0.04 -0.05 0.00 0.01
H 1.1099 -0.3470 6.2084 -0.01 0.01 0.00 0.00
H -0.5262 0.8568 7.6297 -0.01 0.00 -0.03 0.00
H -2.3819 2.1490 6.5092 0.01 -0.01 0.00 0.01
H -2.4730 2.1983 4.0546 -0.02 0.00 -0.04 0.00
F -4.7302 -2.2985 4.0863 -0.16 -0.10 0.07 0.00
C -3.4386 -2.1500 3.8026 0.28 -0.28 0.14 0.00
F -2.8198 -1.6687 4.8836 -0.03 0.01 0.01 0.00
F -2.9204 -3.3575 3.5358 -0.02 -0.07 0.02 0.00
S -3.2503 -1.0295 2.3831 0.62 0.35 0.46 0.00
O -3.8497 -1.7098 1.2782 0.14 0.01 0.07 0.00
O -3.8473 0.1855 2.8841 0.03 -0.22 -0.20 0.00
O -1.7315 -0.9418 2.3613 -1.43 -0.36 -0.32 0.01
C 0.9356 -4.8359 -4.5352 0.01 -0.08 0.00 0.00
C 0.8200 -3.3323 -4.3473 -0.08 0.02 -0.09 0.00
N -0.4416 -2.7655 -4.8272 -0.05 -0.16 0.11 0.00
C -0.6441 -2.6733 -6.2689 0.06 0.09 0.05 0.00
C -1.8273 -3.5001 -6.7496 -0.02 -0.06 0.04 0.00
C -1.3214 -2.0899 -4.0263 0.23 0.08 -0.04 0.00
O -2.1564 -1.3271 -4.4803 -0.13 -0.08 -0.04 0.00
C -1.2178 -2.3708 -2.5575 -0.18 -0.07 -0.06 0.00
C -1.4315 -3.6516 -2.0664 -0.07 -0.02 0.00 0.00
C -1.3295 -3.8665 -0.7052 0.04 -0.03 -0.02 0.00
C -0.9719 -2.7984 0.1039 0.05 0.07 0.03 0.00
N -0.7770 -1.5641 -0.3527 -0.32 -0.20 -0.02 0.00
C -0.9527 -1.3526 -1.6564 0.37 0.22 0.08 0.00
H 1.8934 -5.1808 -4.1405 -0.02 0.03 -0.03 0.00
H 0.8811 -5.1099 -5.5917 -0.02 0.00 0.02 0.00
H 0.1386 -5.3612 -4.0058 0.00 0.03 -0.01 0.00
H 1.6334 -2.8391 -4.8874 0.04 0.03 0.03 0.00
H 0.9422 -3.0775 -3.2979 0.02 0.01 -0.01 0.00
H 0.2757 -3.0154 -6.7450 0.01 0.02 0.00 0.00
H -0.7975 -1.6258 -6.5343 0.02 0.02 -0.03 0.00
H -1.7154 -4.5435 -6.4451 0.00 0.03 -0.03 0.00
H -1.9039 -3.4629 -7.8384 0.00 0.01 0.02 0.00
H -2.7524 -3.1108 -6.3249 0.02 -0.02 -0.01 0.00
H -1.6991 -4.4559 -2.7427 0.07 0.01 0.01 0.00
H -1.5093 -4.8423 -0.2723 0.00 0.03 0.00 0.00
H -0.8291 -2.9422 1.1686 -0.07 0.05 -0.01 0.00
H -0.8238 -0.3287 -1.9975 -0.09 -0.01 0.03 0.00
Br 0.9463 5.7615 3.5355 -0.11 -0.05 -0.05 0.00
C 0.5003 5.5551 1.7018 0.05 0.00 -0.03 0.00
C 1.2409 6.2947 0.7950 0.03 0.04 -0.12 0.00
C 1.0082 6.1598 -0.5691 0.01 0.03 0.11 0.00
C 0.0513 5.2672 -1.0213 -0.01 -0.04 0.04 0.00
C -0.6692 4.5106 -0.1080 0.01 0.04 -0.08 0.00
C -0.4679 4.6539 1.2619 0.15 0.12 0.01 0.00
C -1.3251 3.8535 2.1940 -0.18 -0.49 -0.21 0.00
O -1.8735 4.3464 3.1478 -0.01 0.09 0.16 0.00
O -1.5289 2.6019 1.8044 -0.22 0.44 0.32 0.00
H 2.0032 6.9696 1.1609 0.00 -0.03 -0.02 0.00
H 1.5878 6.7469 -1.2713 0.01 -0.03 0.03 0.00
H -0.1225 5.1352 -2.0823 0.00 -0.01 0.04 0.00
H -1.3809 3.7778 -0.4633 0.04 0.03 -0.01 0.00
O 3.4624 3.6612 2.0252 0.00 -0.08 -0.05 0.00
C 3.3792 3.4471 0.7027 0.01 0.08 0.08 0.00
C 4.3975 3.9515 -0.1090 0.01 0.01 -0.07 0.00
C 4.3444 3.7719 -1.4772 -0.01 -0.02 0.02 0.00
C 3.2807 3.0930 -2.0756 0.05 0.04 0.05 0.00
C 2.2783 2.5873 -1.2739 -0.02 0.02 -0.03 0.00
C 2.3174 2.7485 0.1124 -0.04 -0.03 -0.11 0.00
C 1.2493 2.1784 0.9521 -0.17 -0.37 -0.33 0.00
O 1.2276 2.3280 2.1823 0.08 0.18 0.03 0.01
O 0.3357 1.4674 0.3523 0.69 0.36 -0.07 0.00
H 2.6665 3.2457 2.4331 0.00 0.03 0.00 0.00
H 5.2149 4.4821 0.3626 -0.02 -0.01 -0.01 0.00
H 5.1459 4.1640 -2.0922 -0.02 0.02 0.00 0.00
H 3.2414 2.9691 -3.1496 0.00 -0.01 0.01 0.00
H 1.4268 2.0690 -1.6990 0.01 0.00 0.01 0.00
```
Forces are in eV/Å.

Calculated values
- frontier orbital gap (spin up / spin down) (eV) = 5.8 / 7.9
- expectation value of S² = 0.767
- HOMO (spin up / spin down) (eV) = -3.9 / -6.4
- LUMO (spin up / spin down) (Ha) = 0.070 / 0.057
- multiplicity = 2
- strongest force on any atom (eV/A) = 1.5
- net charge = -1

Entry 2:
A cluster of 2 separate species, C2H7N3 in total, computed with ωB97M-V/def2-TZVPD.

The geometry in XYZ format:
```
12
Properties=species:S:1:pos:R:3:forces:R:3:lowdin_charge:R:1
C -1.8382 0.1929 0.3212 3.27 0.11 1.56 0.27
C 1.4696 0.2042 -0.1313 -0.79 -0.58 0.54 -0.20
N -2.8307 -0.0626 -0.3125 -2.69 -2.12 -1.81 0.26
N 2.7343 0.0995 -0.1817 1.05 0.59 -0.28 0.27
N 0.5722 -0.6262 0.3233 -0.81 0.06 -1.24 0.28
H -1.6039 0.7947 1.1877 -0.23 0.44 0.01 0.14
H 1.2237 1.0583 -0.6725 -1.68 1.51 -0.62 0.15
H -3.7480 0.2505 -0.0904 -1.39 1.70 1.08 0.18
H -3.1092 -0.8234 -0.9573 1.64 -0.19 -0.56 0.21
H 3.1744 0.8480 -0.6754 0.74 0.29 -0.34 0.16
H 3.3281 -0.5939 0.1674 0.84 -1.52 0.81 0.15
H 0.6276 -1.3420 1.0214 0.05 -0.28 0.84 0.13
```
Forces are in eV/Å.

Calculated values
- frontier orbital gap (spin up / spin down) (eV) = 7.7 / 9.3
- HOMO (spin up / spin down) (eV) = -19.9 / -20.6
- LUMO (spin up / spin down) (Ha) = -0.446 / -0.414
- strongest force on any atom (eV/A) = 3.9
- net charge = +2

Entry 3:
A cluster of 2 separate species, C2H3FO2 in total, computed with ωB97M-V/def2-TZVPD.

The geometry in XYZ format:
```
8
Properties=species:S:1:pos:R:3:forces:R:3:lowdin_charge:R:1
C 0.8054 -0.8058 0.3128 -1.53 1.13 -3.79 0.07
C 1.2280 0.6815 0.1938 -0.42 0.59 0.17 -0.29
O -0.8929 0.3674 -1.0186 1.74 1.17 0.12 -0.26
O 1.9500 1.1370 -0.6664 -0.42 -0.94 1.40 0.05
F 1.3795 -1.7303 -0.4109 -0.05 1.04 0.90 0.14
H -0.2080 -1.0910 0.5975 0.32 0.04 0.92 0.13
H 0.7361 1.2744 1.0437 0.61 -0.56 -1.10 0.14
H -0.6310 1.2568 -1.4823 -0.24 -2.47 1.38 0.04
```
Forces are in eV/Å.

Calculated values
- frontier orbital gap (spin up / spin down) (eV) = 7.3 / 7.3
- HOMO (spin up / spin down) (eV) = -9.9 / -9.9
- LUMO (spin up / spin down) (Ha) = -0.097 / -0.097
- strongest force on any atom (eV/A) = 4.2

Entry 4:
A cluster of 9 separate species, C4H25NO8 in total, computed with ωB97M-V/def2-TZVPD.

The geometry in XYZ format:
```
38
Properties=species:S:1:pos:R:3:forces:R:3:lowdin_spin:R:1
C -1.9438 1.3048 -1.7193 1.05 0.05 -1.71 0.07
C -1.9614 0.6134 -0.4482 -1.86 -0.87 0.04 0.34
C -0.8445 0.2981 0.2623 2.65 0.02 2.44 0.14
N -0.7546 -0.1954 1.5562 -0.57 -0.85 -3.50 0.31
C 0.5715 -0.5542 2.0271 0.33 0.25 1.02 0.03
H -0.9016 1.4023 -2.0861 -0.49 0.34 0.29 0.00
H -2.4458 0.7092 -2.5207 -0.11 0.38 0.72 0.02
H -2.4403 2.2952 -1.6710 0.14 -0.48 0.03 0.02
H -2.9457 0.2469 -0.1288 0.32 0.30 0.40 0.01
H 0.1542 0.4720 -0.1357 -0.27 0.66 -0.35 0.00
H -1.4064 -0.9897 1.5821 -0.65 -0.27 1.09 0.01
H 1.0648 -1.3165 1.4347 0.16 0.28 -0.67 0.01
H 1.1593 0.3392 2.2273 0.09 -0.29 -0.76 0.00
H 0.5188 -1.0042 2.9943 -0.61 -0.38 0.74 0.00
H 1.0456 2.2041 2.6884 -0.18 0.40 0.33 0.00
H 0.1683 3.3103 2.0753 0.05 -0.06 -0.03 0.00
O 0.7936 2.6074 1.8531 -0.28 -0.09 -0.02 0.00
H 2.0456 0.7256 -3.2181 -0.24 0.02 -0.23 0.00
H 2.1055 0.0523 -1.8630 -0.08 -0.10 -0.09 0.00
O 1.4622 0.3217 -2.5657 0.48 0.23 0.64 0.00
H 3.1817 0.2597 -0.0055 0.88 -0.22 -0.10 0.00
H 4.0700 -0.6589 -0.9977 0.14 0.25 0.28 0.00
O 3.1918 -0.4817 -0.6519 -0.84 -0.16 -0.10 0.00
H -0.2229 -2.0539 -1.3662 0.20 -0.25 -0.29 0.00
H -1.2433 -3.0829 -1.7780 0.35 -0.20 -0.35 0.00
O -0.5094 -2.9523 -1.1629 -0.08 0.27 -0.20 0.00
H -1.8277 1.2279 2.6428 -0.19 0.13 0.10 0.00
H -3.1269 1.9011 2.1707 0.30 0.09 0.50 0.00
O -2.4110 1.9749 2.8262 -0.21 0.00 -0.48 0.01
H 0.4842 -1.0696 -3.0663 -0.15 0.64 -1.07 0.00
H -0.5720 -0.8620 -4.2608 0.36 0.38 0.14 0.00
O -0.1442 -1.4932 -3.6810 -0.47 -1.06 0.52 0.00
H 3.5141 1.4470 2.0187 -0.15 0.13 -0.01 0.00
H 2.2476 1.7996 1.1155 0.66 0.45 0.33 0.00
O 3.1870 1.5341 1.1182 -0.25 -0.24 -0.45 0.00
H -1.1963 -3.3822 0.7355 -0.04 0.04 0.03 0.00
H -2.0898 -2.3950 0.0776 -0.03 -0.35 0.12 0.00
O -1.9146 -2.7718 0.9486 -0.38 0.57 0.65 0.01
```
Forces are in eV/Å.

Calculated values
- frontier orbital gap (spin up / spin down) (eV) = 10.5 / 6.7
- expectation value of S² = 0.764
- HOMO (spin up / spin down) (eV) = -13.9 / -13.9
- LUMO (spin up / spin down) (Ha) = -0.126 / -0.267
- multiplicity = 2
- strongest force on any atom (eV/A) = 3.6
- net charge = +1

Entry 5:
An isolated molecule of C3H7N3S, computed with ωB97M-V/def2-TZVPD.

The geometry in XYZ format:
```
14
Properties=species:S:1:pos:R:3:forces:R:3:lowdin_charge:R:1
C -0.5979 0.9140 0.6150 -0.95 -2.85 1.03 -0.32
C -0.8949 0.0898 -0.6976 -1.20 0.76 -0.91 -0.19
C 1.0749 -1.8781 0.3103 -3.54 1.71 -0.46 -0.83
H -0.0654 2.7442 1.1223 -2.90 -0.41 -3.73 0.17
H -0.2034 2.6451 -0.6505 -0.42 -0.93 1.11 0.07
H 0.3900 0.4224 1.3237 -2.47 2.09 -2.55 0.15
H -1.5263 0.6997 1.3665 2.14 0.48 -1.78 0.14
H -1.8242 0.4186 -1.2890 1.27 0.22 1.37 0.13
H 1.4346 -1.9443 -1.6730 -1.50 1.07 0.60 0.15
H 0.1695 -1.6264 0.9598 1.24 -0.41 -0.52 0.07
N -0.7750 2.3595 0.1881 4.31 0.56 4.31 -0.08
N -0.3372 -0.7697 -1.4705 0.94 -1.03 1.49 0.02
N 0.7488 -1.5286 -0.9848 2.14 -0.74 -0.03 -0.10
S 2.4063 -2.5462 0.8797 0.93 -0.54 0.08 0.62
```
Forces are in eV/Å.

Calculated values
- SMILES = NC/C=N\NC=S
- frontier orbital gap (eV) = 8.9
- HOMO (eV) = -8.7
- LUMO (Ha) = 0.007
- strongest force on any atom (eV/A) = 6.1